Record 1
2 unconnected molecules or ions with the total composition CH4ClN3 at a distorted geometry, computed with ωB97M-V with the def2-TZVPD basis set.

Summary:
Frontier orbital gap ... 10.388 eV
Relative energy (zero: lowest compared OMol25 entry of this formula, charge and spin) ... 99.81 kJ/mol
Spin multiplicity ... 1
SMILES ... N=C=N.NCl

CARTESIAN COORDINATES (ANGSTROEM)
C 1.398 -0.600 0.976
N 1.614 -0.259 2.147
N 1.527 -1.186 -0.101
N -1.422 0.608 -0.979
Cl -1.598 0.330 -2.667
H 0.861 -0.413 2.785
H -1.067 1.653 -0.826
H 1.053 -0.790 -0.847
H -2.366 0.658 -0.488

Partial atomic charges computed with the natural (NBO) method, in multiples of e: 0.645 -0.720 -0.701 -0.841 0.097 0.386 0.372 0.387 0.374



Record 2
2 unconnected molecules or ions with the total composition CH4ClN3 at a distorted geometry, computed with ωB97M-V with the def2-TZVPD basis set.

Summary:
Frontier orbital gap ... 7.529 eV
Relative energy (zero: lowest compared OMol25 entry of this formula, charge and spin) ... 333.71 kJ/mol
Spin multiplicity ... 1

CARTESIAN COORDINATES (ANGSTROEM)
C 0.858 0.158 0.004
N 1.608 -0.790 0.133
N 0.388 1.327 0.049
N -1.242 -1.169 0.078
Cl -2.333 0.094 0.018
H 1.389 -1.701 0.376
H 0.799 2.228 0.229
H -0.602 1.208 -0.020
H -0.864 -1.354 -0.865

Partial atomic charges computed with the natural (NBO) method, in multiples of e: 0.736 -0.654 -0.829 -0.923 0.065 0.427 0.440 0.426 0.312



Record 3
A molecular structure, CH4ClN3 at a distorted geometry, computed with ωB97M-V with the def2-TZVPD basis set.

Summary:
Frontier orbital gap ... 9.716 eV
Relative energy (zero: lowest compared OMol25 entry of this formula, charge and spin) ... 352.64 kJ/mol
Spin multiplicity ... 1

CARTESIAN COORDINATES (ANGSTROEM)
C -0.703 -0.156 -0.593
N 0.742 0.245 -0.825
N 0.549 0.977 0.449
N -0.605 0.187 0.809
Cl -0.351 -1.259 1.953
H -1.299 0.527 -1.108
H -1.033 -1.197 -0.901
H 1.397 -0.423 -0.787
H 1.303 1.099 1.002

Partial atomic charges computed with the natural (NBO) method, in multiples of e: -0.094 -0.469 -0.286 -0.217 -0.061 0.210 0.211 0.340 0.366



Record 4
2 unconnected molecules or ions with the total composition CH4ClNO at a distorted geometry, computed with ωB97M-V with the def2-TZVPD basis set.

Summary:
Frontier orbital gap ... 8.897 eV
Relative energy (zero: lowest compared OMol25 entry of this formula, charge and spin) ... 141.88 kJ/mol
Spin multiplicity ... 1

CARTESIAN COORDINATES (ANGSTROEM)
C 0.153 -0.191 -0.299
N 0.786 -0.558 0.794
O -0.884 -0.786 -0.845
Cl -1.209 1.975 0.051
H 0.729 0.613 -0.834
H 0.348 -0.941 1.684
H 1.319 0.214 1.048
H -1.242 -0.326 -1.598

Partial atomic charges computed with the natural (NBO) method, in multiples of e: 0.561 -0.748 -0.619 -0.792 0.228 0.425 0.411 0.534



Record 5
A single CH4ClNO2S molecule at a distorted geometry, computed with ωB97M-V with the def2-TZVPD basis set.

Summary:
Frontier orbital gap (spin up / spin down) ... 8.830 / 8.832 eV
Relative energy (zero: lowest compared OMol25 entry of this formula, charge and spin) ... 445.84 kJ/mol
Spin multiplicity ... 1
SMILES ... CO[S@](=N)(=O)Cl

CARTESIAN COORDINATES (ANGSTROEM)
C 0.318 -0.908 1.149
N -0.283 2.043 -1.155
O -1.584 -0.762 -0.840
O 0.437 0.413 0.700
S -0.078 0.595 -0.746
Cl 1.616 0.189 -1.798
H 1.295 -1.373 0.824
H -0.472 -1.386 0.553
H 0.040 -1.095 2.193
H -1.289 2.285 -0.879

Partial atomic charges computed with the natural (NBO) method, in multiples of e: -0.327 -1.038 -0.720 -0.676 1.807 -0.123 0.188 0.265 0.220 0.404



Record 6
A single CH4ClNOS molecule at a distorted geometry, computed with ωB97M-V with the def2-TZVPD basis set.

Summary:
Frontier orbital gap ... 10.560 eV
Relative energy (zero: lowest compared OMol25 entry of this formula, charge and spin) ... 70.57 kJ/mol
Spin multiplicity ... 1

CARTESIAN COORDINATES (ANGSTROEM)
C -0.973 0.291 0.274
N -0.165 -0.353 -0.745
O 1.448 -1.625 0.688
S 1.410 -0.816 -0.494
Cl 2.132 1.117 0.176
H -0.815 -0.267 1.196
H -0.735 1.264 0.295
H -2.124 0.249 0.160
H -0.178 0.139 -1.550

Partial atomic charges computed with the natural (NBO) method, in multiples of e: -0.429 -0.808 -0.892 1.499 -0.381 0.228 0.198 0.211 0.375



Record 7
2 unconnected molecules or ions with the total composition CH4ClNOS at a distorted geometry, computed with ωB97M-V with the def2-TZVPD basis set.

Summary:
Frontier orbital gap (spin up / spin down) ... 6.680 / 7.176 eV
Relative energy (zero: lowest compared OMol25 entry of this formula, charge and spin) ... 127.88 kJ/mol
Spin multiplicity ... 3

CARTESIAN COORDINATES (ANGSTROEM)
C -0.010 0.983 2.080
N 0.572 1.062 1.012
O 0.682 -1.887 -2.535
S -0.833 -1.583 -1.930
Cl -1.300 0.388 -2.335
H 0.630 0.963 3.048
H -1.020 0.711 2.266
H -0.060 1.252 0.182
H 1.338 -1.889 -1.787

Partial atomic charges computed with the natural (NBO) method, in multiples of e: -0.023 -0.609 -0.859 0.690 -0.334 0.139 0.143 0.347 0.506



Record 8
A molecular structure, CH4ClP at a distorted geometry, computed with ωB97M-V with the def2-TZVPD basis set.

Summary:
Frontier orbital gap ... 8.372 eV
Relative energy (zero: lowest compared OMol25 entry of this formula, charge and spin) ... 108.68 kJ/mol
Spin multiplicity ... 1

CARTESIAN COORDINATES (ANGSTROEM)
C -0.785 -0.232 0.126
P 0.851 -0.590 0.657
Cl 2.117 0.158 -1.618
H -0.806 0.813 -0.407
H -1.566 0.087 0.871
H -1.031 -0.925 -0.648
H 1.221 0.690 1.018

Partial atomic charges computed with the natural (NBO) method, in multiples of e: -1.085 0.812 -0.497 0.276 0.286 0.261 -0.053



Record 9
2 unconnected molecules or ions with the total composition CH4ClPS at a distorted geometry, computed with ωB97M-V with the def2-TZVPD basis set.

Summary:
Frontier orbital gap (spin up / spin down) ... 8.067 / 6.435 eV
Relative energy (zero: lowest compared OMol25 entry of this formula, charge and spin) ... 270.73 kJ/mol
Spin multiplicity ... 1

CARTESIAN COORDINATES (ANGSTROEM)
C -1.390 0.784 0.205
P 2.508 -1.576 -1.022
S -1.167 -0.962 0.493
Cl 3.174 -0.357 0.495
H -0.913 1.149 -0.726
H -0.791 1.344 0.808
H -2.528 1.152 0.290
H 1.109 -1.534 -0.543

Partial atomic charges computed with the natural (NBO) method, in multiples of e: -0.825 0.332 0.142 -0.308 0.248 0.239 0.223 -0.050



Record 10
A single CH4ClPS2 molecule at a distorted geometry, computed with ωB97M-V with the def2-TZVPD basis set.

Summary:
Frontier orbital gap ... 9.523 eV
Relative energy (zero: lowest compared OMol25 entry of this formula, charge and spin) ... 216.57 kJ/mol
Spin multiplicity ... 1
SMILES ... SP(S)CCl

CARTESIAN COORDINATES (ANGSTROEM)
C -0.940 -0.849 0.430
P 0.243 0.341 -0.712
S 1.758 -0.935 -0.043
S 0.374 2.116 0.383
Cl -2.646 -0.737 -0.118
H -0.717 -1.869 0.176
H -0.963 -0.301 1.434
H 2.907 -0.803 -0.935
H -0.015 3.037 -0.614

Partial atomic charges computed with the natural (NBO) method, in multiples of e: -0.651 0.530 -0.349 -0.319 -0.069 0.248 0.253 0.181 0.177



Record 11
2 unconnected molecules or ions with the total composition CH4FN at a distorted geometry, computed with ωB97M-V with the def2-TZVPD basis set.

Summary:
Frontier orbital gap ... 11.343 eV
Relative energy (zero: lowest compared OMol25 entry of this formula, charge and spin) ... 74.96 kJ/mol
Spin multiplicity ... 1
SMILES ... C=N.F

CARTESIAN COORDINATES (ANGSTROEM)
C -1.213 0.369 -0.081
N -0.300 -0.398 0.260
F 3.039 0.070 -0.044
H -1.401 1.391 0.179
H -2.059 -0.122 -0.476
H 2.236 -0.016 0.437
H -0.301 -1.293 -0.276

Partial atomic charges computed with the natural (NBO) method, in multiples of e: -0.019 -0.629 -0.576 0.167 0.135 0.572 0.350



Record 12
2 unconnected molecules or ions with the total composition CH4FN2O at a distorted geometry, computed with ωB97M-V with the def2-TZVPD basis set.

Summary:
Charge ... +1
Frontier orbital gap (spin up / spin down) ... 8.220 / 8.208 eV
Relative energy (zero: lowest compared OMol25 entry of this formula, charge and spin) ... 700.35 kJ/mol
Spin multiplicity ... 1

CARTESIAN COORDINATES (ANGSTROEM)
C 0.402 -0.748 0.605
N -0.362 -0.237 -0.531
N -0.551 0.910 -0.851
O -1.004 1.684 -1.561
F 0.465 2.071 0.691
H 1.195 -1.190 0.192
H 0.411 0.090 1.346
H -0.029 -1.515 1.204
H -0.528 -1.066 -1.094

Partial atomic charges computed with the natural (NBO) method, in multiples of e: -0.440 -0.215 0.664 0.058 -0.393 0.245 0.316 0.277 0.488



Record 13
A single CH4FNP2 molecule at a distorted geometry, computed with ωB97M-V with the def2-TZVPD basis set.

Summary:
Frontier orbital gap ... 9.681 eV
Relative energy (zero: lowest compared OMol25 entry of this formula, charge and spin) ... 187.35 kJ/mol
Spin multiplicity ... 1
SMILES ... [H]/N=C(/F)[PH]#[PH2]

CARTESIAN COORDINATES (ANGSTROEM)
C 0.934 0.810 -0.245
N 1.017 1.886 -0.809
F 1.815 -0.205 -0.438
P -0.867 -1.766 -0.181
P -0.623 0.083 0.864
H 0.231 2.585 -0.631
H 0.561 -2.029 0.306
H -1.620 -2.429 0.949
H -1.449 1.065 0.187

Partial atomic charges computed with the natural (NBO) method, in multiples of e: 0.487 -0.681 -0.350 -0.004 0.134 0.383 0.043 0.012 -0.022



Record 14
2 unconnected molecules or ions with the total composition CH4FNP2 at a distorted geometry, computed with ωB97M-V with the def2-TZVPD basis set.

Summary:
Frontier orbital gap ... 7.522 eV
Relative energy (zero: lowest compared OMol25 entry of this formula, charge and spin) ... 317.52 kJ/mol
Spin multiplicity ... 1

CARTESIAN COORDINATES (ANGSTROEM)
C -1.456 -0.362 0.009
N 1.163 -0.924 -0.153
F 0.989 2.089 -0.361
P 2.315 -0.342 0.728
P 0.025 -0.382 -1.164
H -1.279 -0.948 0.809
H -2.277 -0.812 -0.581
H -1.491 0.615 0.245
H 2.011 1.066 0.468

Partial atomic charges computed with the natural (NBO) method, in multiples of e: -0.935 -1.259 -0.803 0.863 1.315 0.234 0.236 0.263 0.087



Record 15
2 unconnected molecules or ions with the total composition CH4FO3P at a distorted geometry, computed with ωB97M-V with the def2-TZVPD basis set.

Summary:
Frontier orbital gap (spin up / spin down) ... 8.899 / 9.038 eV
Relative energy (zero: lowest compared OMol25 entry of this formula, charge and spin) ... 298.64 kJ/mol
Spin multiplicity ... 1

CARTESIAN COORDINATES (ANGSTROEM)
C -0.604 -1.067 -0.478
O 3.080 -0.432 0.240
O 0.217 -0.245 -0.029
O 2.158 -1.170 -0.294
F -0.689 -2.225 0.295
P -2.159 -0.015 0.007
H -0.508 -1.306 -1.497
H 3.044 -0.735 1.255
H -1.560 0.055 1.300
H -1.733 1.296 -0.152

Partial atomic charges computed with the natural (NBO) method, in multiples of e: 0.300 -0.305 -0.434 -0.140 -0.380 0.328 0.172 0.452 0.013 -0.008



Record 16
2 unconnected molecules or ions with the total composition CH4FOP at a distorted geometry, computed with ωB97M-V with the def2-TZVPD basis set.

Summary:
Frontier orbital gap (spin up / spin down) ... 7.034 / 9.253 eV
Relative energy (zero: lowest compared OMol25 entry of this formula, charge and spin) ... 68.08 kJ/mol
Spin multiplicity ... 3

CARTESIAN COORDINATES (ANGSTROEM)
C -0.492 0.211 0.275
O 0.084 -0.025 1.427
F 0.077 0.102 -3.146
P 0.808 -0.747 -1.900
H -1.462 -0.288 0.265
H -0.618 1.299 0.085
H 0.980 0.397 1.618
H -0.223 -1.590 -2.122

Partial atomic charges computed with the natural (NBO) method, in multiples of e: -0.096 -0.671 -0.596 0.716 0.146 0.130 0.490 -0.120



Record 17
A gas-phase ion, CH4I2N3 (charge +1) at a distorted geometry, computed with ωB97M-V with the def2-TZVPD basis set.

Summary:
Charge ... +1
Frontier orbital gap ... 8.848 eV
Relative energy (zero: lowest compared OMol25 entry of this formula, charge and spin) ... 0.00 kJ/mol
Spin multiplicity ... 1
SMILES ... N/C(NI)=[NH+]/I

CARTESIAN COORDINATES (ANGSTROEM)
C -0.059 0.130 -0.027
N 0.759 1.129 0.226
N 0.509 -1.059 -0.144
N -1.381 0.274 -0.057
I 2.482 -1.484 0.019
I -2.704 -1.296 0.043
H 1.686 0.805 0.375
H 0.550 2.179 0.008
H -0.007 -1.789 -0.456
H -1.835 1.112 0.013

Partial atomic charges computed with the natural (NBO) method, in multiples of e: 0.630 -0.772 -0.746 -0.732 0.471 0.445 0.408 0.455 0.417 0.423



Record 18
2 unconnected molecules or ions with the total composition CH4IN3 at a distorted geometry, computed with ωB97M-V with the def2-TZVPD basis set.

Summary:
Frontier orbital gap (spin up / spin down) ... 8.560 / 7.997 eV
Relative energy (zero: lowest compared OMol25 entry of this formula, charge and spin) ... 231.04 kJ/mol
Spin multiplicity ... 1

CARTESIAN COORDINATES (ANGSTROEM)
C 1.324 1.578 -0.047
N -0.730 0.687 0.139
N -0.532 -0.488 0.001
N -1.310 -1.524 0.164
I 2.442 -0.232 0.053
H 0.915 1.833 -0.902
H 1.296 2.046 0.895
H -2.410 -1.530 0.032
H -0.995 -2.370 -0.335

Partial atomic charges computed with the natural (NBO) method, in multiples of e: -0.432 -0.147 -0.046 -0.610 0.123 0.178 0.200 0.352 0.382



Record 19
A molecular structure, CH4IN3O2 at a distorted geometry, computed with ωB97M-V with the def2-TZVPD basis set.

Summary:
Frontier orbital gap (spin up / spin down) ... 7.241 / 6.600 eV
Relative energy (zero: lowest compared OMol25 entry of this formula, charge and spin) ... 0.00 kJ/mol
Spin multiplicity ... 3

CARTESIAN COORDINATES (ANGSTROEM)
C 0.365 -0.197 -0.162
N 1.291 2.014 -0.440
N -0.424 -2.292 -0.234
N 1.389 0.639 -0.355
O -0.787 0.152 -0.149
O 0.725 -1.550 0.039
I 3.244 -0.108 0.070
H 0.867 2.382 0.394
H 0.712 2.308 -1.285
H -0.779 -1.951 -1.180
H -1.149 -2.135 0.475

Partial atomic charges computed with the natural (NBO) method, in multiples of e: 0.806 -0.656 -0.501 -0.480 -0.614 -0.386 0.403 0.363 0.368 0.343 0.353



Record 20
2 unconnected molecules or ions with the total composition CH4INS at a distorted geometry, computed with ωB97M-V with the def2-TZVPD basis set.

Summary:
Frontier orbital gap ... 8.720 eV
Relative energy (zero: lowest compared OMol25 entry of this formula, charge and spin) ... 136.30 kJ/mol
Spin multiplicity ... 1
SMILES ... C=NI.S

CARTESIAN COORDINATES (ANGSTROEM)
C 0.851 1.518 -0.248
N 0.639 0.402 0.160
S -1.571 -2.240 0.160
I 1.991 -1.185 0.056
H 1.771 1.910 -0.645
H 0.044 2.370 -0.185
H -2.812 -1.792 0.443
H -0.915 -0.983 0.259

Partial atomic charges computed with the natural (NBO) method, in multiples of e: -0.035 -0.563 -0.350 0.275 0.161 0.185 0.138 0.189